No. 1
This record from OMol25 describes C45H65CsGe3O3SeSi as an isolated structure. The level of theory is wB97M-V/def2-TZVPD.

Element x y z (Å)
Cs1 0.46303 -0.22853 -0.65584
C1 0.98932 -0.78180 3.20385
C2 2.29348 -0.13391 2.74520
C3 2.96513 0.53584 3.95162
C4 3.22588 -1.20596 2.17701
O1 1.97032 0.79297 1.74362
Ge1 3.27641 1.94094 1.00459
O2 3.43212 0.80795 -0.49689
C5 4.26805 1.01337 -1.60720
C6 4.67767 -0.37013 -2.12192
C7 5.52699 1.80799 -1.24952
C8 3.48366 1.76372 -2.68865
O3 1.96024 2.96153 0.13319
C9 1.32888 4.08028 0.71689
C10 0.53678 3.67290 1.95727
C11 0.38535 4.64097 -0.34055
C12 2.36420 5.15135 1.08495
H1 1.18713 -1.51434 3.99252
H2 0.48545 -1.29797 2.38420
H3 0.30697 -0.01977 3.58469
H4 3.11682 -0.18791 4.75817
H5 2.32986 1.34229 4.32420
H6 3.92859 0.96408 3.67465
H7 3.42151 -1.98325 2.92165
H8 4.17323 -0.76721 1.85851
H9 2.76667 -1.66326 1.29982
H10 5.27745 -0.88365 -1.36599
H11 5.26059 -0.29996 -3.04560
H12 3.78891 -0.97272 -2.31329
H13 6.06154 1.32417 -0.42957
H14 5.27784 2.82325 -0.93520
H15 6.19164 1.86970 -2.11676
H16 2.63472 1.16025 -3.01798
H17 4.10395 1.98509 -3.56276
H18 3.09047 2.69163 -2.27182
H19 -0.21350 2.92545 1.70053
H20 0.01881 4.53682 2.38524
H21 1.19725 3.24556 2.71582
H22 -0.33209 3.87858 -0.64792
H23 0.95765 4.94951 -1.21748
H24 -0.17421 5.50176 0.03624
H25 3.04198 4.78713 1.85945
H26 1.87356 6.05870 1.45031
H27 2.95727 5.40415 0.20331
C13 1.93337 -2.90491 -1.68458
C14 2.43309 -3.70422 -0.85578
C15 2.97182 -4.26982 0.24871
C16 2.05937 -4.75199 1.29276
C17 2.45175 -5.71068 2.23307
C18 1.54752 -6.15768 3.18110
C19 0.25461 -5.64829 3.20654
C20 -0.14644 -4.70268 2.27243
C21 0.74499 -4.26118 1.31351
C22 4.43247 -4.34705 0.37872
C23 5.20702 -4.48324 -0.77666
C24 6.58746 -4.49001 -0.69443
C25 7.20952 -4.33618 0.53695
C26 6.44817 -4.18359 1.68666
C27 5.06583 -4.19835 1.61331
H28 3.45346 -6.12063 2.20373
H29 1.85007 -6.90846 3.90072
H30 -0.44780 -5.99840 3.95316
H31 -1.15323 -4.30323 2.27035
H32 0.40797 -3.54493 0.57031
H33 4.70664 -4.56701 -1.73199
H34 7.17943 -4.59467 -1.59447
H35 8.29068 -4.32156 0.59841
H36 6.93106 -4.03706 2.64417
H37 4.47417 -4.05138 2.50464
C28 -3.02886 3.46524 -4.94986
Ge2 -3.14344 4.03515 -3.04208
C29 -4.87900 5.03180 -2.91983
C30 -1.81301 5.51119 -3.02533
Ge3 -2.71375 2.10249 -1.53889
C31 -4.54302 1.24375 -1.73805
C32 -5.42153 1.43977 -2.80224
C33 -6.63379 0.76714 -2.89922
C34 -7.01302 -0.13453 -1.91695
C35 -6.15078 -0.36122 -0.85113
C36 -4.93956 0.30815 -0.77595
C37 -3.01543 2.96234 0.27216
C38 -3.22340 4.31825 0.52497
C39 -3.31981 4.82463 1.81503
C40 -3.22417 3.97674 2.90844
C41 -3.02017 2.62119 2.68990
C42 -2.90550 2.13393 1.39610
H38 -3.16544 4.32542 -5.61118
H39 -3.77274 2.70972 -5.20503
H40 -2.04407 3.03531 -5.14093
H41 -5.00947 5.66308 -3.80452
H42 -4.88628 5.67815 -2.04028
H43 -5.73059 4.35627 -2.84164
H44 -2.05527 6.21493 -3.82716
H45 -0.80482 5.13159 -3.18973
H46 -1.81559 6.05128 -2.07813
H47 -5.17093 2.13937 -3.59205
H48 -7.28270 0.95360 -3.74960
H49 -7.95688 -0.66411 -1.98679
H50 -6.40866 -1.08351 -0.08368
H51 -4.27215 0.06356 0.04197
H52 -3.31188 5.01215 -0.30511
H53 -3.47251 5.88928 1.96283
H54 -3.29711 4.36861 3.91699
H55 -2.92812 1.93961 3.52897
H56 -2.71063 1.07344 1.25842
C43 -4.66802 -3.95003 -2.06376
Si1 -3.60666 -4.04782 -0.49410
C44 -2.78576 -5.76794 -0.52971
C45 -4.82308 -4.12495 0.96487
Se1 -2.15554 -2.40498 -0.35498
H57 -5.50029 -4.66102 -2.03479
H58 -4.05347 -4.17337 -2.93862
H59 -5.07208 -2.94398 -2.19366
H60 -3.52744 -6.57328 -0.53736
H61 -2.14120 -5.89856 0.34301
H62 -2.15900 -5.86351 -1.41852
H63 -5.62882 -4.84185 0.77980
H64 -5.26504 -3.14320 1.14525
H65 -4.30012 -4.41966 1.87818

charge	-2
energy above the lowest of the compared OMol25 structures with the same formula, charge and spin	74.5	kcal per mole
HOMO	-1.32	eV
electronic energy	-10921.31869	Ha


No. 2
This record from OMol25 describes C45H67ClLaN3OP2S as an isolated structure in a non-equilibrium geometry. The level of theory is wB97M-V/def2-TZVPD.

Element x y z (Å)
La1 0.50502 -0.36372 -1.09073
C1 -2.79541 4.54736 -1.97317
C2 -1.27005 4.83448 -2.11433
C3 -0.84249 6.02427 -1.21260
P1 -0.24551 3.25389 -2.07246
C4 1.11231 3.72664 -3.29662
C5 0.64949 3.10842 -4.62529
C6 1.45430 5.20885 -3.51046
C7 0.66574 3.26203 -0.46213
C8 1.73831 4.13722 -0.16687
C9 2.40400 4.12827 1.06467
C10 2.00856 3.22501 2.06569
C11 0.98690 2.32093 1.74547
C12 0.27515 2.33347 0.56908
N1 -0.71526 1.30851 0.38745
C13 -1.83883 1.35242 1.10186
C14 -2.04297 2.26408 2.15148
C15 -3.19061 2.32534 2.90366
C16 -4.26733 1.48479 2.61074
C17 -4.16214 0.62689 1.55725
C18 -2.96062 0.46883 0.86447
P2 -2.80679 -0.61919 -0.58901
C19 -4.22332 0.03566 -1.58550
C20 -4.56965 -0.88966 -2.77229
C21 -3.87820 1.42035 -2.21024
C22 -3.56182 -2.22371 -0.04105
C23 -3.12315 -3.32444 -1.03320
C24 -3.02042 -2.65085 1.37123
H1 -3.41266 5.44403 -2.16436
H2 -3.00928 4.23424 -0.98528
H3 -3.16963 3.75548 -2.61129
H4 -1.20633 5.13003 -3.17970
H5 -0.81402 5.52431 -0.21333
H6 -1.61392 6.83433 -1.26112
H7 0.11100 6.40310 -1.46158
H8 2.00142 3.13426 -2.97001
H9 -0.38699 3.26933 -4.85391
H10 0.78145 2.00676 -4.54795
H11 1.27316 3.37544 -5.45767
H12 0.61937 5.74543 -3.88542
H13 2.26694 5.31111 -4.29228
H14 1.82618 5.78429 -2.63081
H15 2.17433 4.73897 -0.95626
H16 3.21317 4.81072 1.19098
H17 2.55677 3.18525 2.98907
H18 0.62624 1.58345 2.47417
H19 -1.25053 2.97060 2.33669
H20 -3.26020 3.07643 3.64205
H21 -5.10848 1.49545 3.28382
H22 -4.99579 -0.05203 1.35133
H23 -5.05730 0.25158 -0.84810
H24 -3.74295 -0.90664 -3.50485
H25 -5.43764 -0.50964 -3.36970
H26 -4.76503 -1.89272 -2.51044
H27 -3.15584 1.37749 -3.00399
H28 -3.46979 2.00068 -1.36656
H29 -4.76173 1.94547 -2.52594
H30 -4.66600 -2.14478 -0.09711
H31 -2.08608 -3.45107 -0.92430
H32 -3.29123 -3.09254 -2.08242
H33 -3.60510 -4.28379 -0.86020
H34 -1.96207 -2.60871 1.38931
H35 -3.34309 -3.66033 1.70516
H36 -3.39119 -2.01142 2.19183
C25 -1.69509 -1.15762 4.44900
C26 -0.44387 -1.62056 3.69158
C27 -0.07221 -3.09538 4.02217
C28 0.75328 -0.74451 3.96291
C29 1.00335 -0.24847 5.27633
C30 2.14952 0.47062 5.54612
C31 3.16225 0.54465 4.58474
C32 3.00029 -0.07622 3.32081
C33 4.21813 0.06924 2.35906
C34 5.22241 -1.03511 2.54818
C35 3.89161 0.25579 0.87550
C36 1.78969 -0.69236 3.01249
N2 1.51126 -1.29982 1.74578
C37 2.20205 -2.36507 1.53188
C38 2.31393 -3.09297 0.31604
C39 3.29779 -4.05513 0.07031
C40 3.21987 -4.33187 -1.29312
C41 2.12328 -3.57902 -1.77822
N3 1.56691 -2.82459 -0.85557
C42 1.53426 -3.64192 -3.19480
C43 2.01595 -4.88099 -3.97290
C44 0.03244 -3.89663 -3.00908
C45 1.88740 -2.39830 -4.00169
H37 -1.56272 -1.15022 5.54329
H38 -2.10040 -0.23245 4.08160
H39 -2.44786 -1.94775 4.28326
H40 -0.64269 -1.57611 2.60679
H41 -0.15367 -3.20228 5.10645
H42 0.91371 -3.35779 3.60625
H43 -0.75217 -3.72918 3.44402
H44 0.26239 -0.35780 6.06102
H45 2.35952 0.86059 6.51525
H46 4.07158 1.10144 4.77155
H47 4.72054 1.00206 2.72473
H48 4.91724 -2.02159 2.20856
H49 5.42431 -1.16253 3.61835
H50 6.14243 -0.69825 2.02080
H51 3.63154 -0.70637 0.42395
H52 4.78939 0.55525 0.33634
H53 3.14103 1.01523 0.68558
H54 2.86139 -2.75038 2.27112
H55 4.05392 -4.43758 0.75896
H56 3.86778 -4.95636 -1.84560
H57 1.95716 -5.83188 -3.42853
H58 2.96964 -4.74534 -4.38195
H59 1.34869 -5.02083 -4.80587
H60 -0.13481 -4.89720 -2.59035
H61 -0.42510 -3.92829 -3.99009
H62 -0.47373 -3.12045 -2.42970
H63 2.97165 -2.40821 -4.23282
H64 1.70258 -1.51095 -3.47403
H65 1.27941 -2.29640 -4.92146
O1 -0.12609 -5.19186 0.75658
H66 0.80573 -5.16980 0.95173
H67 -0.37481 -4.54642 0.12567
S1 2.60245 0.64523 -2.12138
Cl1 -1.05691 -0.62996 -3.51453

charge	-2
energy above the lowest of the compared OMol25 structures with the same formula, charge and spin	17.4	kcal per mole
HOMO (spin up / spin down)	-1.17 / -1.17	eV
electronic energy	-3567.27697	Ha


Among the records above, which one has the lowest energy above the lowest of the compared OMol25 structures with the same formula, charge and spin?
C45H67ClLaN3OP2S